[1]
Density functional theory data (ωB97M-V/def2-TZVPD) for a 2-piece molecular cluster, C4H8ClN2 overall in a non-equilibrium geometry.

Structure (ORCA input):
```
! wB97M-V def2-TZVPD RIJCOSX def2/J DEFGRID3
* xyz 1 1
C 0.22501 -0.33908 0.81067
C -0.58571 1.71952 -2.46742
C 0.36886 -1.27737 1.99472
C -1.09053 0.64290 -2.75372
N -0.09967 0.94868 0.87496
N 0.45715 -0.79399 -0.37006
Cl -0.09581 3.16151 -1.91363
H -0.35078 -2.02276 1.77393
H 0.28238 -0.86746 3.01020
H 1.43042 -1.77041 1.89537
H 0.14969 1.51450 1.70720
H -1.32360 -0.30647 -3.06853
H -0.29258 1.46495 -0.04368
H 0.65098 -1.87179 -0.26023
H 0.27417 -0.20272 -1.18978
*
```

The value obtained for the energy relative to the best compared isomer or geometry (same formula, charge and spin) is 268.7 kJ/mol. The LUMO energy is -3.243 eV. The value obtained for the gap between HOMO and LUMO is 10.9 eV.

[2]
Density functional theory data (ωB97M-V/def2-TZVPD) for C15H23N6O2RuS3 as an isolated structure.

Structure (ORCA input):
```
! wB97M-V def2-TZVPD RIJCOSX def2/J DEFGRID3
* xyz 2 2
Ru -0.76858 -0.68808 0.49143
C 0.81019 -0.92304 3.29330
C 1.97558 -0.69545 2.34703
S 1.45775 -0.02194 0.71805
C 2.34146 -1.11386 -0.42854
C 1.91071 -2.57019 -0.37281
S 0.08895 -2.75473 -0.42446
C -0.20938 -3.96745 0.88472
C 0.18611 -3.46630 2.26103
S -0.57268 -1.83728 2.54632
H 0.37586 0.01585 3.62580
H 1.12372 -1.49446 4.16849
H 2.55337 -1.60093 2.16822
H 2.64420 0.04595 2.78348
H 3.41187 -1.01507 -0.24464
H 2.14518 -0.68778 -1.41382
H 2.27316 -3.08379 0.51513
H 2.31322 -3.09477 -1.23954
H 0.31869 -4.88803 0.63105
H -1.27653 -4.18412 0.81554
H 1.26364 -3.38469 2.38300
H -0.18342 -4.14749 3.02812
N -0.35668 3.54574 -1.05272
C -0.58426 2.72059 -0.03095
N -0.84545 1.51990 -0.53246
C -0.73824 1.68949 -1.87095
N -0.44605 2.91344 -2.23576
C -1.01146 0.54486 -2.72434
C -1.13612 0.64334 -4.10558
N -1.46522 -0.40101 -4.85177
C -1.69754 -1.53989 -4.21136
C -1.56363 -1.64565 -2.83419
N -1.19823 -0.61118 -2.07377
H -0.14677 4.53353 -1.02690
H -0.60588 2.99915 1.01272
H -0.97366 1.59238 -4.60202
H -1.99246 -2.39501 -4.80653
H -1.74902 -2.59288 -2.34265
N -2.84621 -1.20138 0.39731
C -3.71178 0.00028 0.52500
C -3.61080 0.59436 1.91750
C -2.29582 1.28141 2.20357
O -2.22447 2.37406 2.69495
O -1.16377 0.62239 1.90974
H -3.01933 -1.62999 -0.50743
H -3.12635 -1.87240 1.10820
H -4.74912 -0.26323 0.31430
H -3.38460 0.71571 -0.22898
H -3.74157 -0.18942 2.67316
H -4.41223 1.31396 2.06711
*
```

The value obtained for the energy relative to the best compared isomer or geometry (same formula, charge and spin) is 42.1 kJ/mol. The LUMO energy (spin up / spin down) is -6.738 / -7.496 eV. The value obtained for the gap between HOMO and LUMO (spin up / spin down) is 8.3 / 7.9 eV. As for the expectation value of S²: 0.755.

[3]
Density functional theory data (ωB97M-V/def2-TZVPD) for C19H11BrIN2O6V as an isolated structure.

Structure (ORCA input):
```
! wB97M-V def2-TZVPD RIJCOSX def2/J DEFGRID3
* xyz 2 1
V 0.85198 -0.51282 0.50222
O 2.33885 -1.85712 -2.89435
C 2.25563 -1.51737 -1.76777
O 1.06941 -1.30619 -1.10471
C 3.36988 -1.25950 -0.79387
C 4.73191 -1.41508 -0.95807
C 5.54405 -1.18518 0.15279
C 4.98905 -0.84344 1.38608
C 3.61602 -0.70993 1.45118
N 2.87114 -0.88430 0.37200
C 2.73867 -0.43878 2.64342
O 3.06658 -0.29191 3.76602
O 1.43655 -0.41852 2.20025
H 5.13597 -1.72012 -1.91356
H 6.61618 -1.29790 0.06225
H 5.59359 -0.70226 2.27148
Br -3.42744 0.08654 -2.87350
C -2.93893 1.71963 -2.08457
C -3.79346 2.82175 -2.15071
C -3.44514 4.02945 -1.55865
C -2.25104 4.15612 -0.87752
C -1.40465 3.03024 -0.81994
C -1.73028 1.81276 -1.43297
C -0.22730 3.25752 -0.08711
O 0.58859 3.76173 0.49247
O 0.57641 0.98331 0.13064
H -4.73639 2.73053 -2.67395
H -4.11428 4.87569 -1.62603
H -1.97309 5.08751 -0.40297
H -1.04685 0.97961 -1.42143
I -3.63931 -3.95049 -1.29022
C -2.78057 -2.75114 0.16287
C -3.41494 -2.49757 1.37497
C -2.78845 -1.69537 2.31817
C -1.54871 -1.16604 2.03570
N -0.93715 -1.41020 0.85842
C -1.53870 -2.18578 -0.06382
H -4.38662 -2.92627 1.58274
H -3.25280 -1.48886 3.27175
H -1.00956 -0.55993 2.75135
H -1.00479 -2.34034 -0.99101
*
```

The value obtained for the energy relative to the best compared isomer or geometry (same formula, charge and spin) is 0.0 kJ/mol. The LUMO energy is -8.134 eV. The value obtained for the gap between HOMO and LUMO is 6.5 eV.

[4]
Density functional theory data (ωB97M-V/def2-TZVPD) for C5H10O as an isolated structure in a non-equilibrium geometry.

Structure (ORCA input):
```
! wB97M-V def2-TZVPD RIJCOSX def2/J DEFGRID3
* xyz 0 1
O 1.62986 0.14322 1.60533
C 1.46590 -0.61692 0.51147
C 0.33316 -0.59770 -0.30589
C -1.13120 -0.76167 0.37837
C -1.78501 0.33659 -0.42037
C -0.34373 0.77938 -0.64385
H 0.86487 0.73400 1.69169
H 2.18053 0.91973 -1.29761
H 2.32389 -1.25632 0.33355
H 0.44715 -1.25247 -1.17324
H -1.07264 -0.54152 1.44628
H -1.46036 -1.79360 0.21964
H -2.27708 -0.01606 -1.33306
H -2.44902 1.00570 0.12968
H -0.03253 1.56260 0.06552
H 1.49534 1.18436 -1.51639
*
```

The value obtained for the energy relative to the best compared isomer or geometry (same formula, charge and spin) is 548.9 kJ/mol. The LUMO energy (spin up / spin down) is 0.716 / 0.212 eV. The value obtained for the gap between HOMO and LUMO (spin up / spin down) is 8.3 / 7.0 eV.

[5]
Density functional theory data (ωB97M-V/def2-TZVPD) for one molecule with the formula C3H4N2S2 in a non-equilibrium geometry.

Structure (ORCA input):
```
! wB97M-V def2-TZVPD RIJCOSX def2/J DEFGRID3
* xyz 0 1
H 0.08521 2.30768 -0.99574
N 0.71844 1.81644 -0.16131
C 0.48203 0.55191 0.12389
C 1.69374 -0.23576 0.41782
S 2.10412 -1.83333 -0.23790
N -0.77912 0.10626 -0.13443
C -1.43133 -1.06513 0.17693
S -3.13182 -0.99679 -0.06131
H 2.64188 0.34527 0.83519
H -1.62599 0.97639 -0.35632
H -0.75715 -1.97294 0.39318
*
```

The value obtained for the energy relative to the best compared isomer or geometry (same formula, charge and spin) is 398.8 kJ/mol. The LUMO energy is -1.864 eV. Its SMILES is [H]/N=C(/C=S)NC=S. The value obtained for the gap between HOMO and LUMO is 7.3 eV.